(1)
{
  "formula": "C43H50N10V",
  "method": "ωB97M-V with the def2-TZVPD basis set",
  "e_lumo_ev": [-3.5, -3.5],
  "homo_lumo_gap_ev": [6.13, 6.26],
  "spin_multiplicity": 3,
  "fmax_ev_per_a": 0.98,
  "homo_ev": [-9.64, -9.79],
  "de_lowest_kj_mol": 529.4,
  "total_charge": 1,
  "elements": ["V", "C", "C", "C", "C", "C", "C", "C", "C", "C", "C", "C", "C", "C", "C", "C", "C", "N", "C", "C", "C", "N", "C", "C", "C", "N", "C", "C", "C", "C", "C", "C", "C", "C", "C", "C", "C", "C", "N", "C", "C", "H", "H", "H", "H", "H", "H", "H", "H", "H", "H", "H", "H", "H", "H", "H", "H", "H", "H", "H", "H", "H", "H", "H", "H", "H", "H", "H", "H", "H", "H", "H", "H", "H", "H", "H", "H", "H", "H", "H", "H", "H", "H", "H", "H", "N", "C", "N", "C", "N", "C", "C", "N", "C", "C", "N", "H", "H", "H", "H", "H", "N", "C", "H"],
  "xyz": [[0.237, 0.006, -0.492], [-4.745, 1.092, -2.476], [-4.298, 1.162, -1.018], [-2.926, 0.563, -0.722], [-1.856, 1.588, -0.400], [-1.528, 2.554, -1.543], [-0.148, 3.184, -1.444], [-1.533, -1.101, -0.374], [-1.312, -2.545, -0.163], [-0.045, -2.883, 0.121], [0.695, -4.071, 0.546], [0.184, -5.467, 0.757], [-1.300, -5.700, 0.514], [1.983, -3.677, 0.731], [2.059, -2.264, 0.376], [3.238, -1.461, 0.223], [3.229, -0.435, -0.673], [2.106, -0.004, -1.344], [2.546, 0.671, -2.448], [1.786, 0.870, -3.560], [0.520, 0.229, -3.725], [-0.271, -0.177, -2.743], [-1.371, -0.822, -3.392], [-2.508, -1.157, -2.760], [-2.500, -0.675, -1.388], [-2.987, -0.755, -0.014], [-1.137, -0.830, -4.836], [-0.007, -0.130, -5.051], [0.671, 0.176, -6.347], [1.842, -0.768, -6.629], [-2.078, -1.416, -5.838], [-3.186, -0.434, -6.231], [3.998, 0.922, -2.323], [4.416, 0.240, -1.239], [5.811, 0.016, -0.753], [6.450, -1.218, -1.395], [4.788, 1.724, -3.303], [4.451, 3.215, -3.235], [0.868, -1.811, 0.064], [3.160, -4.511, 1.120], [3.967, -4.966, -0.099], [-5.671, 1.649, -2.616], [-4.937, 0.064, -2.787], [-3.995, 1.513, -3.150], [-5.023, 0.647, -0.384], [-4.295, 2.205, -0.696], [-2.291, 3.337, -1.581], [-1.611, 1.998, -2.477], [-0.006, 3.707, -0.495], [0.011, 3.900, -2.250], [0.643, 2.431, -1.543], [-2.136, -3.247, -0.145], [0.434, -5.764, 1.781], [0.762, -6.140, 0.116], [-1.919, -5.115, 1.196], [-1.542, -6.750, 0.673], [-1.583, -5.451, -0.509], [4.172, -1.801, 0.647], [2.232, 1.337, -4.427], [-3.342, -1.598, -3.291], [1.020, 1.213, -6.344], [-0.058, 0.114, -7.157], [2.582, -0.726, -5.828], [2.338, -0.510, -7.565], [1.495, -1.800, -6.701], [-2.517, -2.331, -5.435], [-1.517, -1.715, -6.726], [-3.771, -0.133, -5.361], [-3.864, -0.883, -6.957], [-2.763, 0.469, -6.674], [5.806, -0.093, 0.335], [6.419, 0.897, -0.967], [5.869, -2.117, -1.183], [7.462, -1.372, -1.022], [6.499, -1.107, -2.479], [4.600, 1.345, -4.312], [5.854, 1.577, -3.120], [3.386, 3.389, -3.398], [5.004, 3.778, -3.987], [4.711, 3.622, -2.256], [2.816, -5.382, 1.681], [3.802, -3.948, 1.803], [3.361, -5.597, -0.750], [4.848, -5.534, 0.202], [4.300, -4.110, -0.689], [2.790, 2.181, 2.132], [2.212, 1.928, 0.962], [1.236, 1.058, 1.146], [1.282, 0.798, 2.488], [2.216, 1.466, 3.118], [0.357, -0.132, 3.141], [0.534, -0.565, 4.450], [-0.328, -1.399, 5.019], [-1.359, -1.789, 4.278], [-1.534, -1.356, 2.969], [-0.668, -0.531, 2.398], [3.555, 2.803, 2.334], [2.523, 2.358, 0.024], [1.375, -0.223, 5.039], [-2.068, -2.469, 4.736], [-2.382, -1.671, 2.372], [-1.384, 2.305, 1.985], [-1.643, 1.988, 0.844], [-2.037, 2.945, 2.436]]
}


(2)
{
  "formula": "C43H51AlClIN7O2",
  "method": "ωB97M-V with the def2-TZVPD basis set",
  "e_lumo_ev": 1.7,
  "homo_lumo_gap_ev": 6.74,
  "spin_multiplicity": 1,
  "fmax_ev_per_a": 0.82,
  "homo_ev": -5.08,
  "total_charge": -1,
  "elements": ["C", "C", "C", "Cl", "Al", "I", "C", "C", "C", "C", "O", "C", "O", "H", "H", "H", "H", "H", "H", "H", "H", "H", "H", "H", "H", "H", "H", "H", "H", "N", "C", "C", "C", "C", "C", "H", "H", "H", "H", "H", "N", "C", "C", "C", "C", "C", "H", "H", "H", "H", "H", "N", "C", "C", "C", "C", "C", "H", "H", "H", "H", "H", "N", "C", "C", "C", "C", "C", "H", "H", "H", "H", "H", "N", "C", "C", "C", "C", "C", "H", "H", "H", "H", "H", "N", "C", "C", "C", "C", "C", "H", "H", "H", "H", "H", "N", "C", "C", "C", "C", "C", "H", "H", "H", "H", "H"],
  "xyz": [[-1.977, 1.849, 1.907], [-3.228, 2.602, 1.422], [-3.304, 2.744, -0.101], [-2.064, 3.986, -0.625], [-5.137, 3.318, -0.722], [-5.007, 3.747, -3.303], [-6.463, 1.859, -0.338], [-7.199, 2.079, 0.999], [-8.553, 1.363, 1.093], [-9.723, 2.019, 0.384], [-10.095, 3.256, 1.032], [-9.624, 4.393, 0.500], [-9.096, 4.515, -0.576], [-1.184, 1.978, 1.155], [-2.159, 0.772, 2.012], [-1.587, 2.209, 2.868], [-4.140, 2.086, 1.761], [-3.250, 3.613, 1.860], [-2.943, 1.816, -0.566], [-5.550, 4.683, 0.021], [-5.953, 0.879, -0.302], [-7.194, 1.810, -1.161], [-6.581, 1.686, 1.822], [-7.310, 3.155, 1.206], [-8.446, 0.361, 0.643], [-8.833, 1.194, 2.144], [-9.524, 2.206, -0.677], [-10.608, 1.372, 0.459], [-9.779, 5.217, 1.212], [0.895, 1.559, -3.216], [0.108, 2.633, -3.295], [0.156, 3.534, -4.352], [1.066, 3.316, -5.372], [1.890, 2.202, -5.300], [1.761, 1.359, -4.207], [-0.608, 2.790, -2.496], [-0.519, 4.378, -4.365], [1.128, 3.996, -6.213], [2.611, 1.984, -6.077], [2.380, 0.470, -4.124], [1.112, 0.852, 2.671], [1.574, -0.309, 3.128], [2.649, -0.979, 2.560], [3.270, -0.418, 1.454], [2.794, 0.787, 0.966], [1.720, 1.380, 1.613], [1.053, -0.727, 3.983], [2.991, -1.921, 2.967], [4.111, -0.912, 0.984], [3.252, 1.254, 0.106], [1.314, 2.321, 1.255], [5.319, 1.039, -1.351], [4.968, 1.540, -2.533], [5.773, 1.470, -3.661], [7.006, 0.847, -3.554], [7.383, 0.322, -2.328], [6.506, 0.444, -1.260], [3.995, 2.018, -2.578], [5.435, 1.894, -4.598], [7.662, 0.770, -4.413], [8.331, -0.176, -2.192], [6.767, 0.041, -0.287], [-8.048, -1.459, 3.093], [-7.997, -2.442, 2.199], [-8.071, -3.787, 2.534], [-8.202, -4.127, 3.871], [-8.254, -3.112, 4.813], [-8.172, -1.799, 4.373], [-7.886, -2.136, 1.164], [-8.021, -4.544, 1.764], [-8.260, -5.165, 4.173], [-8.352, -3.329, 5.868], [-8.207, -0.977, 5.081], [-2.323, -2.319, -2.045], [-3.608, -2.104, -2.328], [-4.119, -0.871, -2.704], [-3.253, 0.208, -2.799], [-1.915, 0.001, -2.501], [-1.504, -1.271, -2.131], [-4.262, -2.966, -2.243], [-5.174, -0.753, -2.912], [-3.624, 1.186, -3.084], [-1.198, 0.811, -2.543], [-0.464, -1.459, -1.887], [10.299, -1.500, -0.644], [10.742, -2.672, -0.196], [11.793, -3.367, -0.777], [12.420, -2.816, -1.884], [11.969, -1.596, -2.361], [10.910, -0.984, -1.706], [10.230, -3.073, 0.671], [12.109, -4.317, -0.368], [13.243, -3.328, -2.366], [12.422, -1.126, -3.223], [10.535, -0.026, -2.051], [5.592, -2.919, 2.861], [5.583, -2.757, 4.182], [5.822, -3.787, 5.080], [6.083, -5.053, 4.580], [6.094, -5.234, 3.206], [5.844, -4.138, 2.393], [5.368, -1.754, 4.535], [5.799, -3.598, 6.144], [6.270, -5.883, 5.248], [6.287, -6.205, 2.769], [5.840, -4.243, 1.313]]
}


(3)
{
  "formula": "C43H51AsFI2InN2O7P",
  "method": "ωB97M-V with the def2-TZVPD basis set",
  "e_lumo_ev": -3.1,
  "homo_lumo_gap_ev": 7.81,
  "spin_multiplicity": 1,
  "fmax_ev_per_a": 0.81,
  "homo_ev": -10.91,
  "de_lowest_kj_mol": 79.4,
  "total_charge": 1,
  "elements": ["In", "O", "C", "O", "C", "C", "C", "C", "C", "C", "P", "C", "C", "C", "C", "C", "C", "C", "C", "C", "C", "C", "C", "H", "H", "H", "H", "H", "H", "H", "H", "H", "H", "H", "H", "H", "H", "C", "C", "C", "C", "C", "C", "C", "F", "C", "C", "C", "O", "C", "C", "N", "C", "C", "O", "O", "H", "H", "H", "H", "H", "H", "H", "H", "H", "H", "H", "C", "C", "As", "C", "C", "C", "C", "H", "H", "H", "H", "H", "H", "H", "H", "H", "H", "H", "H", "H", "H", "H", "C", "C", "N", "O", "H", "H", "H", "H", "H", "I", "I", "C", "C", "O", "H", "H", "H", "H", "H", "H"],
  "xyz": [[1.118, 0.863, 0.549], [1.350, 3.643, 2.182], [0.172, 3.380, 1.776], [-0.417, 2.301, 2.002], [-0.580, 4.341, 0.900], [-0.938, 5.591, 1.373], [-1.880, 6.345, 0.684], [-2.473, 5.834, -0.460], [-2.072, 4.603, -0.964], [-1.101, 3.856, -0.305], [-0.415, 2.359, -1.115], [0.586, 3.023, -2.488], [0.375, 4.280, -3.056], [1.124, 4.691, -4.150], [2.083, 3.851, -4.698], [2.326, 2.615, -4.116], [1.596, 2.213, -3.006], [-1.899, 1.622, -1.841], [-2.806, 1.030, -0.961], [-3.942, 0.409, -1.455], [-4.179, 0.383, -2.825], [-3.287, 0.992, -3.698], [-2.144, 1.610, -3.207], [-0.500, 5.958, 2.292], [-2.167, 7.321, 1.053], [-3.249, 6.394, -0.966], [-2.523, 4.222, -1.873], [-0.362, 4.955, -2.645], [0.957, 5.674, -4.571], [2.655, 4.167, -5.561], [3.105, 1.972, -4.506], [1.821, 1.262, -2.538], [-2.615, 1.057, 0.105], [-4.644, -0.051, -0.769], [-5.070, -0.096, -3.212], [-3.480, 0.988, -4.763], [-1.455, 2.091, -3.889], [-1.704, -5.514, -2.277], [-2.192, -5.374, -0.844], [-3.703, -5.511, -0.799], [-4.241, -5.240, 0.594], [-3.871, -3.839, 0.995], [-4.683, -3.068, 1.787], [-4.284, -1.784, 2.163], [-5.109, -1.072, 2.945], [-3.094, -1.254, 1.775], [-2.250, -2.025, 0.958], [-0.947, -1.492, 0.591], [-0.683, -0.307, 0.944], [-0.069, -2.372, -0.084], [-0.546, -3.599, -0.476], [-1.782, -4.054, -0.253], [-2.645, -3.301, 0.551], [1.363, -2.078, -0.450], [2.000, -2.921, -1.051], [1.884, -0.954, -0.044], [-2.126, -6.427, -2.699], [-0.621, -5.586, -2.364], [-2.052, -4.671, -2.877], [-1.743, -6.155, -0.226], [-3.962, -6.516, -1.132], [-4.144, -4.801, -1.505], [-3.800, -5.950, 1.301], [-5.321, -5.370, 0.635], [-5.628, -3.456, 2.148], [-2.783, -0.269, 2.093], [0.134, -4.251, -1.006], [3.994, 2.138, 3.936], [2.589, 1.685, 4.316], [1.814, 0.421, 3.085], [2.909, -1.172, 3.294], [2.760, -1.883, 4.637], [0.132, -0.115, 3.922], [0.017, 0.186, 5.415], [4.388, 2.801, 4.707], [3.990, 2.686, 2.997], [4.681, 1.297, 3.836], [1.904, 2.527, 4.371], [2.591, 1.178, 5.282], [3.937, -0.855, 3.136], [2.647, -1.827, 2.462], [3.084, -1.253, 5.467], [3.382, -2.780, 4.649], [1.735, -2.195, 4.833], [0.031, -1.184, 3.725], [-0.649, 0.396, 3.366], [0.858, -0.198, 5.992], [-0.888, -0.273, 5.815], [-0.052, 1.259, 5.594], [0.111, -2.478, -3.699], [0.145, -0.982, -3.531], [0.240, -0.263, -4.673], [0.076, -0.455, -2.427], [0.207, -2.789, -4.738], [-0.836, -2.844, -3.303], [0.916, -2.914, -3.107], [0.361, -0.718, -5.560], [0.375, 0.734, -4.622], [2.878, 3.458, 0.326], [4.816, 3.211, -1.601], [5.944, -0.464, -0.525], [4.969, -0.733, 0.596], [4.293, 0.466, 1.036], [6.368, -1.403, -0.886], [6.770, 0.172, -0.193], [5.442, 0.032, -1.357], [5.485, -1.183, 1.449], [4.183, -1.408, 0.270], [4.937, 1.185, 1.036]]
}


(4)
{
  "formula": "C43H51BN3O5Pd",
  "method": "ωB97M-V with the def2-TZVPD basis set",
  "e_lumo_ev": [2.5, 1.6],
  "homo_lumo_gap_ev": [7.09, 7.20],
  "spin_multiplicity": 5,
  "fmax_ev_per_a": 0.48,
  "homo_ev": [-4.61, -5.64],
  "total_charge": -1,
  "elements": ["Pd", "O", "C", "C", "C", "N", "C", "C", "C", "O", "O", "C", "O", "O", "H", "H", "H", "C", "C", "C", "C", "C", "C", "C", "C", "C", "C", "C", "C", "N", "B", "N", "C", "C", "C", "C", "C", "C", "C", "C", "C", "C", "C", "C", "C", "C", "H", "H", "H", "H", "H", "H", "H", "H", "H", "H", "H", "H", "H", "H", "H", "H", "H", "H", "H", "H", "H", "H", "H", "H", "H", "H", "H", "H", "H", "H", "H", "H", "H", "H", "H", "H", "C", "C", "C", "C", "C", "C", "C", "C", "C", "C", "H", "H", "H", "H", "H", "H", "H", "H", "H", "H", "H", "H"],
  "xyz": [[0.052, -0.067, 0.300], [6.181, -0.264, -0.414], [4.826, -0.205, -0.295], [4.000, 0.049, -1.384], [2.637, 0.087, -1.177], [2.127, -0.115, 0.036], [2.908, -0.333, 1.094], [4.281, -0.389, 0.970], [2.196, -0.464, 2.439], [2.898, -0.565, 3.441], [0.931, -0.423, 2.364], [1.643, 0.392, -2.301], [2.123, 0.701, -3.389], [0.427, 0.289, -1.967], [6.419, -0.109, -1.338], [4.371, 0.235, -2.384], [4.886, -0.557, 1.848], [-2.687, 2.228, -1.412], [-3.509, 0.952, -1.215], [-4.989, 1.282, -1.021], [-3.293, 0.003, -2.376], [-3.616, 0.425, -3.664], [-3.385, -0.378, -4.766], [-2.788, -1.617, -4.596], [-2.455, -2.077, -3.327], [-1.688, -3.376, -3.170], [-0.294, -3.241, -3.786], [-2.444, -4.569, -3.749], [-2.754, -1.270, -2.227], [-2.498, -1.814, -0.935], [-1.392, -1.655, -0.045], [-1.580, -2.673, 0.951], [-2.765, -3.352, 0.670], [-3.310, -2.845, -0.451], [-0.694, -3.099, 1.983], [0.426, -3.850, 1.632], [1.308, -4.214, 2.644], [1.058, -3.872, 3.965], [-0.083, -3.160, 4.288], [-0.971, -2.747, 3.301], [-2.170, -1.890, 3.661], [-3.207, -2.697, 4.441], [-1.762, -0.634, 4.438], [0.669, -4.329, 0.213], [0.580, -5.855, 0.137], [1.997, -3.824, -0.353], [-2.774, 2.871, -0.533], [-3.053, 2.789, -2.276], [-1.629, 2.004, -1.570], [-3.160, 0.459, -0.302], [-5.404, 1.771, -1.905], [-5.113, 1.964, -0.178], [-5.577, 0.384, -0.826], [-4.043, 1.411, -3.799], [-3.641, -0.028, -5.758], [-2.557, -2.228, -5.460], [-1.547, -3.560, -2.103], [-0.354, -3.107, -4.869], [0.298, -4.139, -3.590], [0.237, -2.383, -3.373], [-2.592, -4.457, -4.825], [-3.426, -4.681, -3.287], [-1.885, -5.493, -3.584], [-3.116, -4.161, 1.290], [-4.219, -3.125, -0.958], [2.200, -4.777, 2.396], [1.766, -4.138, 4.738], [-0.259, -2.870, 5.316], [-2.634, -1.561, 2.728], [-2.792, -3.034, 5.395], [-3.528, -3.583, 3.888], [-4.089, -2.089, 4.654], [-1.427, -0.887, 5.447], [-2.617, 0.042, 4.533], [-0.944, -0.119, 3.939], [-0.128, -3.924, -0.415], [1.351, -6.323, 0.753], [0.719, -6.196, -0.892], [-0.389, -6.213, 0.488], [2.840, -4.146, 0.262], [2.017, -2.733, -0.405], [2.147, -4.211, -1.363], [1.475, 3.135, 0.181], [0.360, 3.092, 1.230], [1.000, 3.110, 2.632], [-0.468, 1.845, 1.103], [-0.593, 4.289, 1.067], [-1.456, 4.651, 2.101], [-2.373, 5.681, 1.949], [-2.450, 6.377, 0.751], [-1.598, 6.031, -0.286], [-0.682, 4.999, -0.128], [2.269, 2.441, 0.456], [1.910, 4.135, 0.124], [1.116, 2.849, -0.809], [1.751, 2.324, 2.708], [0.271, 2.922, 3.419], [1.477, 4.077, 2.822], [-1.385, 1.748, 1.689], [-1.419, 4.114, 3.040], [-3.031, 5.936, 2.771], [-3.169, 7.178, 0.627], [-1.649, 6.557, -1.232], [-0.045, 4.734, -0.958]]
}


| no. | calculated total energy (hartree) |
| --- | --- |
| 1 | -3159.85827 |
| 2 | -3203.31654 |
| 3 | -5767.85050 |
| 4 | -2362.42874 |